No. 1
{"formula": "C5H19N2O3", "method": "ωB97M-V/def2-TZVPD", "e_tot_ha": -536.8128, "homo_ev": -13.26, "orbital_gap_ev": 10.510, "charge": 1, "symbols": ["C", "N", "C", "C", "C", "O", "C", "N", "H", "H", "H", "H", "H", "H", "H", "H", "H", "H", "H", "H", "H", "H", "H", "H", "H", "O", "H", "H", "O"], "xyz": [[0.0120, -2.2970, -0.3744], [0.5846, -1.0989, 0.3357], [1.9355, -0.6420, -0.0032], [1.9567, 0.7280, -0.7338], [1.8541, 1.9147, 0.1052], [1.2409, 1.5752, 1.3518], [-1.3411, -1.7736, -0.9697], [-2.0699, -0.9446, 0.0739], [-0.1165, -3.0276, 0.4343], [0.6490, -2.6243, -1.1731], [0.5190, -1.3497, 1.2943], [2.4395, -1.2854, -0.5691], [2.5611, -0.6427, 0.8741], [1.2747, 0.7519, -1.5760], [2.8957, 0.8109, -1.3139], [2.7642, 2.5580, 0.2334], [1.3075, 2.9002, -0.1539], [1.9505, 1.3881, 2.0671], [-1.9088, -2.6251, -1.2941], [-0.9803, -1.1181, -1.9693], [-2.6826, -1.5485, 0.5716], [-1.2223, -0.4401, 0.6547], [-2.6890, -0.2387, -0.3075], [-0.5085, 1.7340, 1.2937], [-1.1119, 0.7632, 2.2599], [-1.4615, 1.3621, 1.5507], [-1.7835, 1.9466, -0.9976], [-3.4317, 1.8444, -0.7017], [-2.6376, 1.3789, -0.9634]], "nbo_charge": [-0.24, -0.65, -0.20, -0.46, -0.10, -0.77, -0.23, -0.76, 0.20, 0.22, 0.37, 0.20, 0.20, 0.22, 0.23, 0.20, 0.20, 0.50, 0.23, 0.23, 0.41, 0.49, 0.47, 0.51, 0.46, -0.96, 0.51, 0.51, -0.98]}

=====

No. 2
{"formula": "C5H8N2S", "method": "ωB97M-V/def2-TZVPD", "e_tot_ha": -702.8842, "homo_ev": -8.72, "orbital_gap_ev": 8.114, "smiles": "CN1C=NCC(=S)C1", "symbols": ["C", "N", "C", "N", "C", "C", "S", "C", "H", "H", "H", "H", "H", "H", "H", "H"], "xyz": [[1.7948, -0.6495, 2.1250], [0.7129, -0.7379, 1.1356], [-0.6063, -0.6036, 1.6884], [-1.6075, -0.0889, 1.1383], [-1.5093, 0.3273, -0.3241], [-0.1451, 0.1940, -0.8990], [-0.0628, 0.5769, -2.5449], [0.9843, 0.1964, 0.0591], [1.4672, -1.2390, 3.0731], [2.7635, -1.0952, 1.7096], [1.7189, 0.5896, 2.3897], [-0.9090, -1.4048, 2.6073], [-2.3565, -0.0524, -0.7546], [-1.4133, 1.5984, -0.1619], [1.9407, 0.1959, -0.5374], [0.9450, 1.1779, 0.5782]], "nbo_charge": [-0.41, -0.47, 0.26, -0.47, -0.31, -0.02, 0.00, -0.34, 0.22, 0.23, 0.17, 0.20, 0.24, 0.25, 0.26, 0.20]}

=====

No. 3
{"formula": "C4H30N3O10", "method": "ωB97M-V/def2-TZVPD", "e_tot_ha": -1086.8295, "homo_ev": -11.69, "orbital_gap_ev": 9.258, "charge": 1, "symbols": ["N", "C", "C", "N", "C", "C", "N", "O", "H", "H", "H", "H", "H", "H", "H", "H", "H", "H", "H", "H", "H", "H", "O", "H", "H", "O", "H", "H", "O", "H", "H", "O", "H", "H", "O", "H", "H", "O", "H", "H", "O", "H", "H", "O", "H", "H", "O"], "xyz": [[1.4157, 1.1620, -2.2228], [0.3474, 0.1813, -1.7851], [0.2317, 0.3758, -0.2740], [-0.5957, -0.2207, 0.5427], [-1.8029, -0.8809, 0.0809], [-1.8096, -2.2360, 0.7808], [-1.9079, -2.1280, 2.2944], [1.1025, 1.1509, 0.2645], [1.4586, 0.9950, -3.2334], [2.2712, 1.0920, -1.6766], [1.0563, 2.1309, -2.2470], [0.6677, -0.8451, -1.9786], [-0.5141, 0.4247, -2.4002], [-1.4682, -1.2167, 2.4564], [-1.7829, -1.1514, -0.9854], [-2.6817, -0.2581, 0.2920], [-2.6535, -2.7747, 0.3404], [-0.8907, -2.7836, 0.5853], [-2.8061, -2.4110, 2.6767], [-1.3234, -2.8672, 2.6863], [-1.2993, -2.2554, -3.4615], [-2.2773, -1.0347, -3.7500], [-1.6183, -1.3883, -3.1549], [0.8731, -1.4171, 4.3053], [0.5594, -0.7589, 3.0712], [0.2308, -1.5345, 3.6012], [0.9457, -4.0540, -1.5074], [1.3006, -2.5581, -1.1246], [0.7560, -3.1189, -1.7294], [1.5932, 0.9626, 1.8688], [1.4337, 1.3889, 3.5055], [1.3494, 0.7584, 2.8002], [4.3846, 0.6450, 0.9588], [3.0467, 0.7823, 0.4057], [3.8346, 0.2100, 0.2891], [-2.9100, 3.1520, 1.3007], [-1.9574, 1.9495, 2.0476], [-2.1092, 2.8460, 1.7188], [2.8559, -1.2798, 0.4141], [1.4443, -1.3960, 0.9061], [2.0787, -1.8598, 0.3353], [-0.0042, 3.9436, -2.1551], [-0.6918, 3.0521, -3.1768], [0.1375, 3.5357, -3.0389], [-0.2530, 3.3043, -0.3498], [-1.2831, 4.2739, 0.2418], [-0.7349, 4.1121, -0.5192]], "nbo_charge": [-0.69, -0.33, 0.60, -0.67, -0.28, -0.23, -0.70, -0.84, 0.43, 0.46, 0.46, 0.27, 0.24, 0.49, 0.24, 0.19, 0.22, 0.24, 0.44, 0.45, 0.51, 0.49, -0.98, 0.49, 0.51, -1.03, 0.48, 0.51, -1.01, 0.52, 0.50, -1.02, 0.49, 0.49, -0.97, 0.49, 0.51, -1.00, 0.51, 0.48, -0.99, 0.51, 0.47, -0.96, 0.48, 0.51, -0.98]}

=====

No. 4
{"formula": "C4H7ClS", "method": "ωB97M-V/def2-TZVPD", "e_tot_ha": -1014.9014, "homo_ev": -8.74, "orbital_gap_ev": 9.430, "smiles": "C=C1CS1.CCl", "symbols": ["C", "C", "C", "S", "H", "H", "H", "H", "C", "Cl", "H", "H", "H"], "xyz": [[0.0077, 1.9685, 0.4437], [1.0259, 1.1587, 0.2272], [2.0885, 0.3295, 0.8231], [1.7497, 0.2868, -0.9818], [-0.6859, 2.2985, -0.2739], [-0.1152, 2.1739, 1.5527], [2.9928, 0.7410, 1.2492], [1.6575, -0.4768, 1.2506], [-1.7367, -1.6869, -0.7038], [-2.4558, -1.5334, -2.3784], [-0.7243, -2.0346, -0.7950], [-2.2444, -2.4624, -0.1714], [-1.5598, -0.7627, -0.2422]], "nbo_charge": [-0.44, -0.18, -0.47, 0.22, 0.22, 0.21, 0.23, 0.21, -0.55, -0.09, 0.21, 0.22, 0.22]}

=====

No. 5
{"formula": "C28H39MnN7O3S", "method": "ωB97M-V/def2-TZVPD", "e_tot_ha": -3248.1692, "homo_ev": [-12.69, -12.98], "orbital_gap_ev": [7.498, 7.811], "spin_multiplicity": 2, "charge": 2, "s2": 1.0340, "symbols": ["Mn", "C", "N", "C", "C", "O", "C", "O", "C", "C", "O", "N", "C", "C", "H", "H", "H", "H", "H", "H", "H", "H", "H", "H", "H", "H", "H", "H", "H", "H", "C", "C", "C", "C", "N", "C", "C", "C", "C", "C", "C", "N", "C", "C", "C", "C", "C", "N", "H", "H", "H", "H", "H", "H", "H", "H", "H", "H", "H", "C", "C", "N", "C", "S", "N", "C", "C", "H", "H", "H", "H", "H", "H", "H", "H", "H", "H", "H", "H"], "xyz": [[-0.2955, 0.4868, 0.2253], [-0.4757, 5.2175, 2.6581], [0.0654, 3.8583, 2.6764], [1.2122, 3.6456, 3.5579], [-0.3439, 2.8892, 1.8670], [0.1956, 1.7699, 1.8188], [-1.4887, 3.1511, 0.8938], [-1.9202, 1.9113, 0.3364], [-3.0956, 1.3478, 0.9138], [-2.7295, 0.1109, 1.7237], [-1.5489, -0.2724, 1.7161], [-3.7066, -0.5224, 2.3613], [-3.4519, -1.7849, 3.0556], [-5.1006, -0.0763, 2.2646], [-0.7037, 5.5262, 3.6766], [-1.3841, 5.2857, 2.0700], [0.2578, 5.9073, 2.2390], [0.9801, 4.0567, 4.5385], [2.0912, 4.1565, 3.1611], [1.4175, 2.5849, 3.6447], [-1.1367, 3.7879, 0.0798], [-2.3257, 3.6537, 1.3718], [-3.7844, 1.0795, 0.1103], [-3.5996, 2.0811, 1.5423], [-2.3834, -1.9551, 3.1204], [-3.9218, -2.6081, 2.5155], [-3.8742, -1.7315, 4.0571], [-5.1904, 0.9932, 2.4430], [-5.6725, -0.5834, 3.0358], [-5.5385, -0.3226, 1.2956], [-2.8217, -3.0355, -1.1421], [-2.1618, -4.1122, -0.5693], [-0.9557, -3.8961, 0.0773], [-0.4549, -2.6040, 0.1395], [-1.0774, -1.5741, -0.4308], [-2.2350, -1.7839, -1.0548], [0.8227, -2.2508, 0.8211], [1.5561, -3.1281, 1.6034], [2.7509, -2.6860, 2.1467], [3.1990, -1.4042, 1.8761], [2.4099, -0.5824, 1.0867], [1.2334, -0.9989, 0.6032], [2.7985, 0.8004, 0.6804], [4.0062, 1.3917, 1.0217], [4.2553, 2.6864, 0.5932], [3.2980, 3.3450, -0.1640], [2.1264, 2.6710, -0.4682], [1.8851, 1.4260, -0.0599], [-3.7656, -3.1598, -1.6559], [-2.5766, -5.1100, -0.6291], [-0.4163, -4.7245, 0.5142], [-2.6914, -0.9074, -1.5040], [1.2073, -4.1325, 1.7960], [3.3406, -3.3451, 2.7702], [4.1425, -1.0622, 2.2754], [4.7483, 0.8599, 1.6006], [5.1911, 3.1701, 0.8417], [3.4571, 4.3517, -0.5257], [1.3511, 3.1237, -1.0793], [3.3999, -0.6593, -4.3000], [2.5632, -1.1912, -3.1497], [1.5331, -0.2404, -2.7105], [0.2438, -0.1079, -2.9938], [-0.6792, 1.1072, -2.1441], [-0.4093, -0.8322, -3.9003], [0.0134, -1.9349, -4.7733], [-0.1795, -3.2978, -4.1278], [4.1605, -1.3895, -4.5787], [3.9049, 0.2648, -4.0166], [2.7898, -0.4455, -5.1789], [3.1910, -1.3635, -2.2741], [2.1079, -2.1486, -3.3819], [1.8277, 0.4268, -2.0158], [-1.3890, -0.5982, -3.9302], [1.0378, -1.7741, -5.0927], [-0.5947, -1.8484, -5.6722], [0.3371, -3.3578, -3.1666], [0.2084, -4.0843, -4.7762], [-1.2378, -3.4980, -3.9509]], "mulliken_spin": [0.96, 0.00, 0.00, 0.00, -0.01, 0.00, 0.00, 0.01, 0.00, -0.01, 0.00, 0.00, 0.00, 0.00, 0.00, 0.00, 0.00, 0.00, 0.00, 0.00, 0.00, 0.00, 0.00, 0.00, 0.00, 0.00, 0.00, 0.00, 0.00, 0.00, 0.00, 0.00, 0.00, -0.01, -0.03, 0.00, 0.02, 0.00, 0.00, 0.00, 0.01, -0.01, 0.01, 0.00, 0.00, 0.00, 0.00, -0.01, 0.00, 0.00, 0.00, 0.00, 0.00, 0.00, 0.00, 0.00, 0.00, 0.00, 0.00, 0.00, 0.00, 0.00, 0.01, 0.03, 0.00, 0.00, 0.00, 0.00, 0.00, 0.00, 0.00, 0.00, 0.00, 0.00, 0.00, 0.00, 0.00, 0.00, 0.00]}